1.
55
Properties=species:S:1:pos:R:3:forces:R:3:mulliken_charge:R:1 method="wB97M-V/def2-TZVPD" homo_lumo_gap_ev="5.46 / 6.45" lumo_ev="-0.8 / 0.2" multiplicity=4 charge=-1 e_above_lowest_kj_mol=157.1 e_homo_ha="-0.2295 / -0.2294" e_tot_ha=-5033.5353
Cr 0.07365 1.29002 0.38095 -0.4 0.4 -2.5 1.7387
Cl 3.53664 1.51401 -1.40407 1.4 -0.7 0.2 1.8068
O 3.50170 2.89468 -1.72040 0.6 0.1 -0.1 -0.6242
O 2.52957 1.26018 -0.38871 -1.2 -0.8 0.7 -0.7450
O 3.29570 0.70895 -2.57760 -0.7 -0.2 -0.2 -0.7265
O 4.80652 1.05189 -0.84029 -0.7 0.8 -0.3 -0.7329
N 0.48205 1.24681 2.27435 3.4 2.1 4.5 0.1841
S 0.33053 0.57209 3.69104 -5.8 -7.8 1.3 0.7477
O -0.63116 1.05512 4.64604 1.7 1.4 -0.4 -0.6415
O 1.39047 -0.28577 4.18767 -0.6 1.7 -0.8 -0.5778
F -0.68113 -0.52701 3.01847 0.2 -0.9 0.0 -0.2953
S 1.61756 2.34291 3.09631 3.5 6.0 -4.8 0.9197
O 2.90909 1.83588 3.50258 -2.4 0.0 0.3 -0.5494
O 0.95527 3.47278 3.69550 0.3 -2.1 0.8 -0.5623
F 1.98400 2.99251 1.69049 0.0 -0.4 0.3 -0.1931
B 0.64394 4.31326 -1.31899 1.1 1.9 -0.6 0.1975
F 0.58090 3.04900 -0.62935 -0.1 -2.1 1.4 0.5521
F 0.87606 4.01037 -2.64064 -0.6 -0.2 -0.6 -0.3503
F -0.52456 5.01413 -1.08220 0.1 -0.3 -0.1 -0.3672
F 1.76465 5.00665 -0.84628 -0.5 -0.1 0.4 -0.3797
B -2.27587 2.91285 0.69270 -1.5 1.2 -1.1 0.1005
F -3.13258 2.05084 1.38447 0.1 0.9 0.2 -0.3811
F -1.02843 3.03117 1.29322 1.4 -0.2 1.8 -0.3653
F -1.87888 2.26934 -0.46657 0.3 -1.9 -2.1 -0.2695
F -2.74834 4.15198 0.27856 -0.6 -0.6 1.2 -0.3266
C -4.55479 -1.69459 0.72779 0.3 0.7 1.1 -0.4459
C -3.64869 -2.65385 -0.06260 -1.4 0.3 0.4 -0.2886
O -2.37296 -2.06017 0.03639 0.9 -1.5 -0.4 -0.2919
C -2.41946 -0.87955 0.59257 -2.0 1.9 -0.2 0.2733
O -1.52200 -0.09461 0.54533 0.4 0.3 0.7 0.6470
O -3.68293 -0.59342 1.02672 1.5 0.0 -0.5 -0.2832
H -4.84575 -2.02425 1.72679 -0.2 -0.6 -0.3 0.2877
H -5.44008 -1.29755 0.23427 0.2 -0.1 -0.3 0.2502
H -3.94604 -2.68438 -1.10920 0.2 -0.2 0.0 0.3003
H -3.69568 -3.63034 0.41399 0.5 -0.1 -0.3 0.2747
C -0.41390 -2.06685 -3.81221 1.5 0.6 0.5 -0.3948
C -0.50822 -0.85784 -4.72938 -1.0 0.7 0.2 -0.3739
O -0.61727 0.23194 -3.79677 -0.6 0.8 -1.2 -0.3386
C -0.30114 -0.15476 -2.59816 0.5 1.3 1.6 0.2276
O -0.11783 0.61563 -1.68017 -0.2 -0.2 -0.1 -0.1882
O -0.20253 -1.45790 -2.51239 0.0 -1.5 0.2 -0.2420
H 0.51151 -2.60048 -4.02193 -0.4 -0.6 0.0 0.2688
H -1.31035 -2.67719 -3.76072 0.1 -0.1 -0.1 0.2967
H -1.44009 -0.94568 -5.28701 0.2 0.5 -0.3 0.2488
H 0.32587 -0.55202 -5.35603 0.1 -0.8 -0.1 0.3281
C 1.86036 -3.82091 1.50611 0.2 -1.1 0.7 -0.5316
C 3.17236 -3.06688 1.49853 -0.9 0.4 0.2 -0.3102
O 2.63732 -1.73057 1.56657 0.2 0.3 0.2 -0.2388
C 1.42956 -1.73041 0.99604 1.8 2.5 -0.8 -0.1316
O 0.93323 -0.71299 0.57211 -0.4 -0.7 0.2 0.5175
O 0.99398 -2.94099 0.80555 -1.3 -1.1 -0.4 -0.2044
H 1.48626 -3.94105 2.52571 0.0 0.2 0.1 0.2881
H 1.85205 -4.82316 1.08196 0.1 0.3 -0.5 0.3159
H 3.71184 -3.13217 0.55380 0.3 -0.2 0.2 0.2878
H 3.74807 -3.25763 2.39913 0.3 0.1 -0.3 0.2918

2.
15
Properties=species:S:1:pos:R:3:forces:R:3:mulliken_charge:R:1 method="wB97M-V/def2-TZVPD" homo_lumo_gap_ev="5.12 / 6.20" lumo_ev="0.6 / -3.4" multiplicity=3 charge=0 e_above_lowest_kj_mol=299.1 e_homo_ha="-0.1678 / -0.3526" e_tot_ha=-1065.7136
C 0.62419 -0.63398 1.13903 0.3 0.0 0.3 -1.0261
C -1.14706 -0.32111 -0.54137 0.9 -1.2 -1.5 -0.7084
C 0.06264 0.46648 0.24427 0.7 -4.1 -1.9 0.6740
O 1.59670 -1.49059 0.63588 2.0 0.9 -0.6 -0.5228
O -0.49546 1.39792 1.01074 0.2 1.3 1.3 -0.3526
S -2.06746 1.07264 -1.40922 -1.9 1.3 1.6 -0.1805
S 1.52200 1.13310 -0.74978 -0.6 0.1 -0.2 -0.3212
H -0.18635 -1.26181 1.39798 -0.9 -0.6 0.7 0.3790
H 1.04366 -0.17742 2.00173 -0.1 0.8 1.1 0.3998
H -0.86243 -1.26075 -1.25857 -0.1 2.3 1.6 0.3152
H -1.87017 -0.66562 0.26788 0.9 0.6 -1.1 0.3995
H 2.43507 -0.94576 0.70631 -1.2 -1.3 -0.4 0.3675
H -1.21204 1.72085 0.47445 -1.1 1.0 0.1 0.3231
H -1.45504 0.98666 -2.64095 1.4 -1.4 -1.2 0.0858
H 2.01173 -0.02060 -1.27839 -0.5 0.3 0.2 0.1678

3.
18
Properties=species:S:1:pos:R:3:forces:R:3:mulliken_charge:R:1 method="wB97M-V/def2-TZVPD" homo_lumo_gap_ev=9.73 smiles=CCS.NCN lumo_ev=0.9 multiplicity=1 charge=0 e_above_lowest_kj_mol=151.3 e_homo_ha=-0.3233 e_tot_ha=-629.1219
C -0.91770 -2.19405 -0.09215 -0.2 3.4 2.2 -1.0580
C 0.39752 -2.71029 0.44355 -2.2 -2.0 1.7 -0.2991
S 1.42573 -2.72655 -0.91794 2.9 -0.7 -1.9 -0.3171
H -0.83430 -1.94194 -1.12436 -0.1 0.6 -0.6 0.3574
H -1.15821 -1.28781 0.54637 -0.1 -0.6 -1.2 0.2017
H -1.74332 -2.82395 0.00829 -1.1 -1.4 0.3 0.3499
H 0.72850 -2.33926 1.41304 0.4 1.1 -0.5 0.3594
H 0.09908 -3.68450 0.80870 0.6 -0.9 -0.4 0.2884
H 1.85619 -4.02108 -1.01097 -0.2 0.6 0.4 0.1049
N 0.52676 3.67477 -0.40086 3.8 -3.0 2.0 -0.5793
C -0.46414 2.69563 -0.05285 -0.1 -0.9 1.1 -0.5954
N -0.04211 1.31273 0.18866 0.5 0.8 2.2 -0.4261
H 1.27693 3.73649 0.39065 -2.1 0.4 -2.1 0.2245
H 0.14933 4.50738 -0.68355 -0.9 2.6 -0.5 0.1902
H -0.99002 3.04385 0.80405 -0.7 -0.1 1.1 0.3728
H -1.20133 2.58849 -0.80613 -0.6 0.4 -1.2 0.4010
H 0.42368 1.02681 -0.65062 0.8 -0.7 0.2 0.2142
H 0.46739 1.14328 1.13611 -0.8 0.5 -2.8 0.2107

4.
103
Properties=species:S:1:pos:R:3:forces:R:3:mulliken_charge:R:1 method="wB97M-V/def2-TZVPD" homo_lumo_gap_ev=4.67 lumo_ev=-11.9 multiplicity=1 charge=+3 e_above_lowest_kj_mol=0.0 e_homo_ha=-0.6099 e_tot_ha=-8215.4965
W 0.06526 0.47659 -0.18328 -3.4 -1.2 -1.5 2.3597
C 6.82687 -0.98461 0.94089 0.0 0.0 0.0 -1.4882
C 6.04331 -2.30663 0.88778 -0.1 0.0 -0.1 1.6725
C 5.97851 -2.93002 2.28916 0.0 0.0 0.0 -1.5705
C 6.76155 -3.27474 -0.05762 0.0 0.0 0.0 -2.1081
C 4.62764 -1.98728 0.41478 -0.1 -0.1 -0.5 -0.5590
C 3.74734 -1.31805 1.22023 0.1 0.0 0.0 -0.4745
C 2.47431 -1.00254 0.70340 -0.2 0.2 -0.2 0.8182
N 1.48178 -0.28694 1.26453 0.7 0.0 0.8 0.7118
C 1.20526 0.13543 2.51276 -0.3 0.0 -0.5 0.3861
C 2.07197 0.39301 3.59996 0.1 0.0 0.2 -0.9406
C 1.53496 0.90670 4.74360 -0.4 0.0 0.0 -0.2852
C 0.10346 1.09192 4.79560 0.4 -0.1 0.1 -0.0135
C -0.80620 0.85329 3.77344 -0.3 -0.1 0.1 -0.2573
C -0.23171 0.35612 2.61937 0.7 0.2 -0.2 0.1114
O -0.88891 0.02903 1.50236 0.3 0.4 -0.5 -0.6023
C -2.31049 1.10919 3.91477 0.1 0.0 0.0 1.9055
C -2.65839 1.61610 5.31537 0.0 0.0 0.0 -2.2380
C -2.73271 2.17914 2.89556 0.0 0.0 0.0 -1.2963
C -3.07473 -0.20022 3.66541 0.0 0.0 0.0 -1.4093
C 2.34783 1.30630 5.96128 0.0 0.0 0.0 1.5596
C 3.84648 1.18650 5.69550 0.1 0.0 0.0 -1.9757
C 1.95860 0.37253 7.12187 0.0 0.0 0.0 -1.5569
C 2.00832 2.76118 6.33388 0.0 0.0 0.0 -1.4911
C 2.06064 -1.46887 -0.60071 0.1 0.5 0.5 -0.0718
O 0.75134 -1.21816 -0.84397 0.1 0.6 0.0 -0.7441
C 2.92684 -2.09430 -1.46220 0.0 -0.2 -0.2 -0.4754
C 4.19178 -2.32877 -0.91093 0.2 0.1 0.5 0.2268
C 2.54475 -2.53437 -2.87783 0.0 0.0 0.1 2.1698
C 3.72952 -3.18100 -3.59918 0.0 0.0 0.0 -2.2906
C 1.40415 -3.56082 -2.78955 0.0 0.0 0.0 -1.3971
C 2.09710 -1.30816 -3.68612 0.0 0.0 0.0 -1.2930
H 7.83605 -1.17391 1.30753 0.0 0.0 0.0 0.4445
H 6.35649 -0.26643 1.61840 0.0 0.0 0.0 0.3245
H 6.91370 -0.52979 -0.04890 0.0 0.0 0.0 0.3315
H 6.97946 -3.23660 2.59144 0.0 0.0 0.0 0.4849
H 5.33840 -3.81400 2.31135 0.0 0.0 0.0 0.3778
H 5.62042 -2.22262 3.04103 0.0 0.0 0.0 0.3292
H 7.73490 -3.52213 0.36368 0.0 0.0 0.0 0.4593
H 6.94571 -2.83756 -1.04136 0.0 0.0 0.0 0.4124
H 6.21622 -4.21364 -0.18343 0.0 0.0 0.0 0.4562
H 4.03145 -1.01768 2.21602 0.0 0.0 0.0 0.3164
H 3.13668 0.26213 3.49531 0.0 0.0 0.0 0.6545
H -0.30034 1.45027 5.73232 0.0 0.0 0.0 0.6702
H -2.18674 2.57634 5.53866 0.0 0.0 0.0 0.4493
H -2.39369 0.89844 6.09616 0.0 0.0 0.0 0.4576
H -3.73588 1.76782 5.37453 0.0 0.0 0.0 0.4335
H -2.25643 3.13887 3.10790 0.0 0.0 0.0 0.3339
H -3.81215 2.32485 2.95218 0.0 0.0 0.0 0.5370
H -2.49204 1.89248 1.87073 0.0 0.0 0.0 -0.0123
H -2.77052 -0.97596 4.37134 0.0 0.0 0.0 0.3496
H -2.93465 -0.57855 2.65141 0.0 0.0 0.0 0.0717
H -4.14157 -0.02422 3.80660 0.0 0.0 0.0 0.4983
H 4.15480 0.14847 5.54477 0.0 0.0 0.0 0.3834
H 4.39517 1.56058 6.55859 0.0 0.0 0.0 0.4487
H 4.16308 1.77760 4.83106 0.0 0.0 0.0 0.4155
H 2.17288 -0.67072 6.88393 0.0 0.0 0.0 0.3631
H 0.90110 0.45752 7.38165 0.0 0.0 0.0 0.3449
H 2.53230 0.64127 8.00914 0.0 0.0 0.0 0.4752
H 2.17214 3.44737 5.49863 0.0 0.0 0.0 0.2709
H 2.65265 3.08082 7.15267 0.0 0.0 0.0 0.4701
H 0.97837 2.88011 6.67413 0.0 0.0 0.0 0.3806
H 4.90642 -2.84080 -1.53784 0.0 0.0 0.0 0.6682
H 4.06698 -4.09829 -3.11043 0.0 0.0 0.0 0.4655
H 4.57748 -2.49874 -3.69977 0.0 0.0 0.0 0.4662
H 3.41688 -3.45334 -4.60685 0.0 0.0 0.0 0.4366
H 1.69907 -4.43296 -2.20257 0.0 0.0 0.0 0.3628
H 1.15359 -3.90641 -3.79312 0.0 0.0 0.0 0.4843
H 0.49822 -3.13738 -2.35060 0.0 0.0 0.0 0.0942
H 2.89672 -0.56893 -3.77297 0.0 0.0 0.0 0.3241
H 1.22102 -0.82635 -3.25024 0.0 0.0 0.0 0.0124
H 1.82838 -1.62427 -4.69469 0.0 0.0 0.0 0.5265
Br -5.09236 -3.55837 -1.86955 -0.1 -0.1 0.0 0.0018
C -3.72132 -2.42181 -1.39987 0.0 0.0 0.0 -0.5070
C -2.74699 -2.82661 -0.49065 0.1 0.0 0.1 -0.7842
C -1.73687 -1.95552 -0.18289 -0.2 0.0 -0.1 -0.3405
N -1.66291 -0.71971 -0.72784 0.4 -0.1 0.3 0.7961
C -2.61612 -0.31446 -1.58288 -0.2 -0.1 0.0 0.1582
C -3.65064 -1.14505 -1.94572 -0.1 0.1 -0.1 -0.6502
C -2.44080 1.05610 -2.05541 -0.1 -0.1 -0.1 0.8434
C -3.33112 1.69942 -2.88091 0.0 -0.1 0.0 -0.8094
C -3.05905 3.00716 -3.26946 0.0 0.1 0.0 -0.3315
Br -4.22829 3.91314 -4.37229 -0.1 0.1 -0.1 -0.0032
C -1.89384 3.60911 -2.81071 0.1 0.0 0.0 -0.9249
C -1.05978 2.89382 -1.98489 -0.1 0.1 -0.1 -0.5754
N -1.31848 1.63317 -1.59670 0.4 -0.1 0.4 0.1969
H -2.77240 -3.80491 -0.03284 0.0 0.0 0.0 0.5814
H -0.96659 -2.23801 0.51353 0.1 0.0 0.0 0.5614
H -4.40270 -0.81332 -2.64551 0.0 0.0 0.0 0.5976
H -4.22980 1.20920 -3.22433 0.0 0.0 0.0 0.5601
H -1.63342 4.62106 -3.08650 0.0 0.0 0.0 0.5379
H -0.15692 3.35943 -1.63532 0.0 0.0 0.0 0.6733
O 2.02553 3.08099 1.88406 0.1 -0.1 0.1 -0.2746
P 0.99299 3.52137 0.78982 -0.4 -0.3 -0.3 0.8544
O 0.24793 4.73538 1.00933 -0.1 -0.1 -0.2 -0.6923
O 0.08386 2.17143 0.62425 1.1 0.8 0.6 -0.3808
O 1.79476 3.48010 -0.61013 0.2 -0.1 0.1 -0.4197
P 2.52840 2.26326 -1.36249 -0.3 -0.2 -0.1 0.9229
O 3.42008 1.57212 -0.26066 0.0 0.0 0.2 -0.4111
O 3.18272 2.57245 -2.60713 -0.4 0.1 -0.1 -0.6830
O 1.26802 1.21307 -1.41988 1.5 0.3 0.6 -0.4079
H 2.33095 3.83212 2.41756 0.0 0.0 0.1 0.3849
H 4.35444 1.82094 -0.33770 0.1 -0.1 0.0 0.3692

5.
8
Properties=species:S:1:pos:R:3:forces:R:3:mulliken_charge:R:1 method="wB97M-V/def2-TZVPD" homo_lumo_gap_ev=4.88 lumo_ev=1.8 multiplicity=1 charge=-1 e_above_lowest_kj_mol=231.4 e_homo_ha=-0.1149 e_tot_ha=-693.9485
C 0.80367 -1.86479 0.29417 0.7 -2.1 0.2 0.5151
C 0.23433 -0.91546 -0.56242 0.4 2.1 -2.9 -0.3860
N -1.45521 1.19550 0.50282 -2.8 -1.5 -0.1 -0.8606
N 1.31322 -2.85737 0.61922 -0.5 1.1 0.5 -0.4276
N -1.04177 2.26791 0.71500 1.9 -2.8 -0.8 0.6007
N -0.23923 3.06649 0.83708 0.9 4.1 0.8 -0.6614
S 1.14545 -0.43923 -1.88895 -0.8 -0.5 1.5 -0.1970
H -0.76045 -0.45305 -0.51693 0.2 -0.4 0.8 0.4169